Entry 1:
9
Properties=species:S:1:pos:R:3 method="wB97M-V/def2-TZVPD" charge=0 largest_force_ev_per_a=14.54 relative_energy_kcal_mol=141.4 e_homo_ev=-11.73 gap_ev=10.36 multiplicity=1
C -0.1610 -0.0072 0.0756
C -0.1236 1.0433 -1.0819
C -0.5304 -1.4110 -0.2633
C 1.2487 -0.1272 0.5817
H -1.5632 -0.2265 1.4921
N -0.1994 2.3115 -1.6468
N -1.1012 -2.4902 0.1008
N 2.3478 -0.2435 0.9732
O -1.0462 0.7743 0.8307

Entry 2:
66
Properties=species:S:1:pos:R:3 method="wB97M-V/def2-TZVPD" charge=+1 largest_force_ev_per_a=5.63 relative_energy_kcal_mol=168.7 e_homo_ev=-10.23 gap_ev=8.44 multiplicity=1
O 0.3263 0.5079 -0.3327
H 0.2940 -0.3976 -0.6499
H 1.1925 0.6927 0.0376
H 0.1426 1.0691 -1.0896
C 1.4160 -2.3651 1.6257
O 0.8562 -1.7504 0.4829
C 0.4560 -2.6420 -0.4740
C -0.0442 -2.1030 -1.8678
N -0.9667 -0.9016 -1.6092
C -1.0990 -0.1438 -2.8726
C -1.6740 1.3534 -2.6517
O -0.7596 2.1191 -1.9391
C -0.8831 3.5366 -2.2972
H 1.5050 -1.5511 2.3451
H 2.3941 -2.8220 1.4751
H 0.8040 -3.1107 2.1333
H -0.4184 -3.1923 -0.1268
H 1.1556 -3.4409 -0.7198
H -0.6027 -2.8811 -2.3881
H 0.8541 -1.8188 -2.4157
H -1.9372 -1.1809 -1.5955
H -1.7987 -0.6977 -3.4984
H -0.1793 -0.0061 -3.4412
H -2.5757 1.3304 -2.0398
H -2.1093 1.6979 -3.5897
H -1.8700 3.9255 -2.0461
H -0.6801 3.6096 -3.3657
H -0.2179 3.9755 -1.5536
C -0.1252 -0.0882 3.3536
O 0.3236 0.7305 2.2660
C 1.5821 1.3431 2.6040
C 1.9605 2.3557 1.5978
N 2.1907 1.7814 0.2192
C 3.1407 0.6822 0.0880
C 3.3525 0.3322 -1.4203
O 2.1664 -0.0893 -2.0708
C 2.3444 -0.1200 -3.5058
H 0.6844 -0.7323 3.6971
H -1.0034 -0.6203 2.9881
H -0.6220 0.4880 4.1341
H 2.3878 0.6089 2.6115
H 1.6223 1.8867 3.5479
H 2.8509 2.8774 1.9488
H 1.2277 3.1625 1.6123
H 2.5084 2.5530 -0.3498
H 2.6469 -0.1208 0.6351
H 4.0861 0.8565 0.6019
H 4.0778 -0.4808 -1.3868
H 3.7389 1.1975 -1.9589
H 3.4010 -0.2335 -3.7482
H 1.9075 0.8142 -3.8586
H 1.7435 -0.8507 -4.0474
C -1.6933 -1.4994 2.2721
C -1.7566 -0.7771 1.0408
C -2.8878 -0.1305 0.5899
C -4.0153 -0.1987 1.3386
C -4.0490 -0.9499 2.4948
C -2.8881 -1.5789 2.9677
O -2.8300 -2.1380 4.2191
O -2.8020 0.6237 -0.5769
H -0.7058 -1.8496 2.5341
H -0.8815 -0.7863 0.4079
H -4.9433 0.2756 1.0554
H -4.9956 -1.1238 2.9848
H -3.6934 -1.8952 4.5615
H -3.6320 0.8815 -0.9844

Entry 3:
22
Properties=species:S:1:pos:R:3 method="wB97M-V/def2-TZVPD" charge=+1 largest_force_ev_per_a=5.68 relative_energy_kcal_mol=141.9 e_homo_ev=-12.93 gap_ev=9.12 multiplicity=1
C 1.1304 1.3538 2.2548
N 0.1245 0.5488 1.7640
C -0.5994 0.0020 1.0066
N -1.4308 -0.8020 0.4618
C -2.7138 -0.4850 0.0041
C -0.6527 -2.0170 0.0340
C 0.2634 -2.0439 -0.9259
C 0.8125 -0.8919 -1.6784
C 0.6903 0.3760 -1.5196
C 1.0344 1.6200 -1.4423
O 2.0796 2.1711 -0.7297
H 2.1106 0.9929 1.8292
H 1.3630 1.1859 3.2998
H 0.8726 2.4336 1.9656
H -3.1197 0.2035 0.6448
H -2.5280 -0.0943 -1.1035
H -3.5359 -1.3043 -0.1279
H -0.8724 -2.9359 0.6694
H 0.6815 -3.0205 -1.0744
H 1.1608 -1.2135 -2.6682
H 0.3915 2.3732 -2.0284
H 2.7376 1.5474 -0.6360

Entry 4:
33
Properties=species:S:1:pos:R:3 method="wB97M-V/def2-TZVPD" charge=0 largest_force_ev_per_a=6.10 relative_energy_kcal_mol=97.6 smiles=O.O.O.O.O.O.O.O.O.O.O e_homo_ev=-9.71 gap_ev=9.09 multiplicity=1
O 0.0336 0.1241 -0.0279
H -0.4744 0.3061 -0.7299
H 0.5746 0.7961 0.2341
O 0.3866 3.3351 -1.5319
H 0.7646 2.5711 -1.8039
H -0.4374 3.5081 -2.1389
O -1.1264 -3.6129 -0.4469
H -0.8894 -2.6719 -0.0079
H -0.4634 -3.7689 -1.1179
O 3.1006 -0.8229 1.5101
H 2.4206 -1.3859 0.9941
H 3.4006 -1.1479 2.4531
O -1.3294 0.5401 -2.1959
H -1.7534 1.1061 -2.9319
H -0.6114 0.1301 -2.6029
O -0.9784 2.4891 2.1721
H -0.9674 2.7841 3.1271
H -0.0384 2.3621 2.1181
O -0.2094 -1.8029 1.7121
H 0.0076 -1.3039 0.8551
H 0.2546 -2.6419 1.4611
O -2.7674 -1.5889 -1.6549
H -2.2784 -2.3539 -1.5049
H -2.2234 -0.7959 -1.4579
O 1.7096 1.2711 1.7931
H 2.2636 1.9551 1.7471
H 2.2076 0.4821 1.4631
O 2.7476 -1.4809 -1.4719
H 3.1966 -1.3489 -2.2619
H 2.1136 -0.7659 -1.4679
O -3.1134 1.0061 1.4481
H -3.4184 1.4151 0.6141
H -2.1014 1.3111 1.6541

Entry 5:
38
Properties=species:S:1:pos:R:3 method="wB97M-V/def2-TZVPD" charge=0 largest_force_ev_per_a=1.68 relative_energy_kcal_mol=0.0 smiles=c1ccc(OCc2nn3c(-c4n[nH]c5c4CCC5)nnc3s2)cc1 e_homo_ev=-8.34 gap_ev=8.76 multiplicity=1
C 5.5824 0.6820 -1.6243
C 5.2502 -0.2583 -0.6680
C 4.2127 -0.0301 0.2222
C 3.4962 1.1568 0.1538
O 2.4652 1.5178 0.9847
C 1.9299 0.5864 1.8924
C 1.0343 -0.4042 1.2142
N -0.1561 -0.1127 0.8549
N -0.7376 -1.1429 0.2465
C -1.9383 -1.4586 -0.3369
C -3.0467 -0.5542 -0.4466
N -4.1912 -0.9223 -1.0283
N -5.0084 0.1271 -0.9659
C -4.4176 1.1726 -0.3613
C -3.1466 0.7820 -0.0071
C -2.4291 1.8823 0.6986
C -3.3544 3.1002 0.4423
C -4.7515 2.5614 0.0410
N -1.8738 -2.7004 -0.7558
N -0.6767 -3.2293 -0.4754
C 0.0071 -2.3004 0.1241
S 1.5632 -2.0532 0.8199
C 3.8332 2.1065 -0.8103
C 4.8686 1.8686 -1.6900
H 6.3898 0.4932 -2.3148
H 5.7981 -1.1866 -0.6063
H 3.9818 -0.7875 0.9553
H 1.3237 1.1858 2.5783
H 2.7119 0.0659 2.4568
H -5.9331 0.0512 -1.3595
H -1.4223 2.0505 0.3200
H -2.3489 1.6604 1.7655
H -3.4115 3.7503 1.3135
H -2.9501 3.6844 -0.3845
H -5.2029 3.1479 -0.7598
H -5.4402 2.5618 0.8904
H 3.2661 3.0232 -0.8443
H 5.1185 2.6115 -2.4325

Please write out number 3 again, unchanged.
22
Properties=species:S:1:pos:R:3 method="wB97M-V/def2-TZVPD" charge=+1 largest_force_ev_per_a=5.68 relative_energy_kcal_mol=141.9 e_homo_ev=-12.93 gap_ev=9.12 multiplicity=1
C 1.1304 1.3538 2.2548
N 0.1245 0.5488 1.7640
C -0.5994 0.0020 1.0066
N -1.4308 -0.8020 0.4618
C -2.7138 -0.4850 0.0041
C -0.6527 -2.0170 0.0340
C 0.2634 -2.0439 -0.9259
C 0.8125 -0.8919 -1.6784
C 0.6903 0.3760 -1.5196
C 1.0344 1.6200 -1.4423
O 2.0796 2.1711 -0.7297
H 2.1106 0.9929 1.8292
H 1.3630 1.1859 3.2998
H 0.8726 2.4336 1.9656
H -3.1197 0.2035 0.6448
H -2.5280 -0.0943 -1.1035
H -3.5359 -1.3043 -0.1279
H -0.8724 -2.9359 0.6694
H 0.6815 -3.0205 -1.0744
H 1.1608 -1.2135 -2.6682
H 0.3915 2.3732 -2.0284
H 2.7376 1.5474 -0.6360

> What is the charge in the second record?

+1